(1)
A molecular structure, C34H55BrN4O3SiSn at a distorted geometry. Source: OMol25; level of theory: wB97M-V/def2-TZVPD.

Each line ends with the Mulliken charge.
Cartesian coordinates (Å):
Sn: 0.74458 -0.25101 0.58290  0.521
Br: -0.45419 1.22049 -1.22615  0.194
Si: -2.35313 1.44580 -3.96148  -1.271
O: -0.79747 0.27980 2.54681  -0.798
O: 3.01074 0.33063 -0.03199  -0.679
O: 4.78531 1.63869 -1.80284  -0.519
N: 1.81120 1.01517 2.68402  0.131
N: 2.09051 -3.80764 4.29163  0.390
N: 1.08214 0.83790 3.82920  -0.391
N: 1.60320 -2.05431 2.78966  0.476
C: -2.57341 3.35844 -4.30297  2.314
C: 4.88476 1.69703 -0.42738  0.051
C: -0.17062 0.47814 3.63463  -0.267
C: -3.07576 3.71614 -5.71023  -1.594
C: -0.06887 1.45392 -5.64345  -2.163
C: -1.98168 0.16622 -6.58640  -1.750
C: -5.13713 0.84275 -4.72497  -1.732
C: -3.83770 -0.97560 -3.63156  -2.213
C: 4.07038 1.41239 1.84091  0.732
C: -0.92247 0.23461 4.91491  0.633
C: -3.57084 3.93101 -3.28641  -2.112
C: 0.08800 -2.29267 -0.17681  -1.213
C: 3.90670 1.11466 0.44458  0.609
C: -2.29703 0.00881 4.85508  -0.503
C: 2.31502 -3.03685 3.15734  0.833
C: -2.39835 -0.23927 7.24576  -0.343
C: -3.02965 -0.22269 6.00878  -0.545
C: -1.02433 -0.03495 7.31407  -0.641
C: -1.23811 4.07828 -4.05067  -1.749
C: 3.97294 -4.27658 5.83202  -1.077
C: 3.48079 1.61484 -2.37306  -0.639
C: 0.90240 -3.55369 5.09045  -0.807
C: 3.47121 -3.41726 2.26779  -1.686
C: -0.35715 -4.13003 4.44250  -1.022
C: -4.60568 0.91879 -2.27763  -1.870
C: 6.25001 2.41508 1.43075  -0.672
C: 3.07501 1.13109 2.85790  -0.555
C: -1.25055 0.54344 -5.28868  2.677
C: -0.29199 0.19611 6.16123  -0.173
C: 3.01081 -4.81217 4.76735  -0.811
C: 6.02942 2.29046 0.05697  -0.454
C: -0.65164 -0.72980 -4.66959  -1.792
C: 5.26241 1.99715 2.29574  -0.668
C: -4.06278 0.54282 -3.66945  2.461
H: 4.55684 -3.45253 5.42073  0.248
H: -3.80727 0.88039 -1.53349  0.324
H: 3.43272 -2.76646 1.39862  0.195
H: -4.83038 0.48811 -5.71236  0.254
H: -4.07465 3.31508 -5.89314  0.253
H: -3.12400 4.80803 -5.82393  0.510
H: -2.76053 0.02120 3.87689  0.445
H: 2.43777 -5.64922 5.18077  0.365
H: -1.41248 -1.46701 -4.42091  0.307
H: 0.46491 1.74480 -4.73579  0.407
H: -3.52230 -1.36638 -4.59982  0.369
H: 3.61559 1.88269 -3.42360  0.212
H: 0.83726 -3.04925 0.12414  0.243
H: 6.75957 2.65253 -0.65881  0.388
H: 0.77710 0.35459 6.18514  0.416
H: -0.11557 -0.49515 -3.74821  0.285
H: 1.05192 -4.00128 6.07554  0.471
H: -4.57716 3.54509 -3.45394  0.347
H: -3.08592 -1.22930 -2.88096  0.398
H: -0.39741 2.35650 -6.16359  0.310
H: 7.15467 2.88660 1.79679  0.328
H: 2.81540 2.33820 -1.89561  0.348
H: -5.04429 1.91569 -2.26189  0.351
H: -4.77346 -1.48082 -3.36262  0.588
H: 4.65768 -5.05907 6.16946  0.402
H: -0.79962 -2.53590 0.44327  0.234
H: 3.01974 0.63296 -2.29549  0.270
H: -5.38715 0.20964 -1.97857  0.510
H: -0.52523 -0.06957 8.27654  0.350
H: -1.26930 -0.26071 -7.30526  0.513
H: 5.37993 2.14402 3.36557  0.307
H: -6.07649 0.33893 -4.45814  0.507
H: -0.24093 -5.20499 4.28755  0.361
H: -4.09815 -0.39902 5.95248  0.371
H: -2.75153 -0.58523 -6.40065  0.271
H: -2.45754 1.03166 -7.05683  0.278
H: 0.83316 -1.79034 3.39448  -0.442
H: 3.41984 -3.90160 6.69465  0.304
H: 3.58780 -5.20330 3.93105  0.393
H: 3.43724 1.10465 3.89349  0.196
H: -5.34821 1.91167 -4.79510  0.244
H: -0.78287 3.72248 -3.12388  0.258
H: -3.25814 3.68056 -2.27021  0.360
H: 0.62913 0.92265 -6.30115  0.582
H: 4.42857 -3.27389 2.77526  0.357
H: -2.40993 3.32648 -6.48445  0.228
H: -0.52811 3.91923 -4.86157  0.343
H: -1.40731 5.15903 -3.96881  0.517
H: -1.22930 -3.95229 5.07508  0.374
H: 0.77733 -2.47846 5.24370  0.248
H: -0.53356 -3.66045 3.47446  0.183
H: -2.96881 -0.40876 8.15220  0.371
H: 3.39479 -4.45651 1.94026  0.380
H: -3.61334 5.02274 -3.38221  0.568
H: 0.04495 -1.19486 -5.37839  0.490

Results
- HOMO (alpha / beta) (eV) = -0.4 / 0.3
- DFT total energy (Eh) = -4851.00948
- total charge = -2
- HOMO-LUMO gap (alpha / beta) (eV) = 4.6 / 3.9
- energy relative to the best compared isomer or geometry (same formula, charge and spin) (kcal per mole) = 69.8

=====

(2)
10 unconnected molecules or ions with the total composition C34H56Cl18O5 at a distorted geometry. Source: OMol25; level of theory: wB97M-V/def2-TZVPD.

Each line ends with the Mulliken charge.
Cartesian coordinates (Å):
Cl: -3.37497 -5.18488 7.13368  -0.175
Cl: 2.95720 -4.69089 0.64821  -0.212
Cl: 4.93277 4.05768 -4.34161  -0.068
Cl: 4.67628 1.01527 -2.52174  -0.037
Cl: -5.31315 1.16717 -4.84648  -0.181
Cl: 3.99561 0.46462 6.86001  -0.211
Cl: -8.04072 -8.14756 -3.68485  -0.194
Cl: 6.95831 6.53017 -3.16880  -0.185
Cl: 4.38210 0.28530 2.66406  -0.127
Cl: -4.85476 -4.04869 2.38931  -0.205
Cl: -8.14514 -5.59280 -1.42618  -0.208
Cl: 2.98768 -2.70295 6.08780  -0.188
Cl: -0.33582 -4.20264 5.95140  -0.082
Cl: 7.75039 2.00857 -3.60655  -0.142
Cl: 5.30888 -3.61465 -1.58152  -0.217
Cl: -3.04083 2.41096 -7.06839  -0.196
Cl: 4.51150 3.55076 1.71825  -0.061
Cl: -2.64878 -1.61758 3.30391  -0.163
O: -1.92378 1.94376 -0.86927  -0.508
O: -3.15612 3.67398 -0.11847  -0.480
O: -3.03701 3.26657 -2.38098  -0.617
O: 0.40527 2.56214 2.26758  -0.616
O: -5.22956 -3.23213 -1.41714  -0.454
C: -2.40698 3.11337 0.99674  0.081
C: -5.14864 -0.76891 -0.98532  -0.362
C: -3.75437 -0.12766 -0.75497  -0.464
C: -2.13886 -6.21543 6.37019  -0.453
C: -7.52633 -6.46046 -3.94692  -0.455
C: -4.75113 2.85720 -4.97938  -0.223
C: -1.59505 0.60103 1.30271  -1.504
C: -2.73100 3.00586 -1.25563  0.409
C: -2.35136 -3.37530 3.26213  -0.186
C: 1.33224 3.38539 0.24972  0.490
C: 3.35716 4.45899 -0.50037  -1.432
C: 4.82211 2.89842 3.35165  -0.420
C: -4.96359 -1.95125 -2.00450  -0.601
C: 2.56536 -0.00694 5.90190  -0.042
C: -2.34970 1.67958 0.47797  1.778
C: 2.28583 2.72800 -1.88379  -1.095
C: 1.31369 2.59432 -0.90975  0.134
C: 5.82476 5.26051 -5.30875  -0.561
C: -0.73751 -5.76723 6.70496  -0.533
C: -6.92773 -5.84619 -2.70625  -0.158
C: -3.77384 0.99898 0.29119  -1.757
C: 3.30501 3.70346 -1.65674  0.536
C: 1.94411 -1.29057 6.39411  -0.296
C: 7.15205 5.61623 -4.68655  -0.242
C: 5.94571 -0.01180 -3.23561  -0.273
C: 2.34624 4.29169 0.48204  -0.309
C: 0.19993 3.23225 1.28139  0.177
C: -4.46685 3.25225 -6.40712  -0.414
C: 5.48022 1.54149 3.30257  -0.611
C: 3.57049 -3.02763 0.45494  -0.288
C: -1.10308 3.99417 0.99033  -1.015
C: 3.89306 -2.70294 -0.98231  -0.116
C: 7.33052 0.44669 -2.85850  -0.470
C: -3.09158 -4.05005 2.13191  -0.455
H: -5.31292 3.04039 -7.05796  0.332
H: 6.37317 1.55088 2.68120  0.382
H: -0.53369 0.57956 1.01594  0.149
H: -3.99269 0.52043 1.26700  0.454
H: 0.50022 1.87153 -1.01509  0.386
H: -3.10049 -0.95789 -0.42562  0.290
H: -5.86000 -0.07438 -1.46154  0.235
H: 5.98378 4.82107 -6.29316  0.284
H: 4.08319 3.86426 -2.42893  -0.176
H: 2.79027 -2.35831 0.81580  0.168
H: -5.54327 3.48567 -4.57376  0.300
H: -5.56540 -1.19859 -0.05879  0.345
H: 7.71985 6.24928 -5.36757  0.343
H: -3.39026 0.18530 -1.74653  0.381
H: -6.50919 -4.86882 -2.94174  0.078
H: 7.74313 4.72897 -4.47179  0.096
H: -6.78335 -6.47658 -4.74343  0.308
H: -1.27817 -3.51076 3.13545  0.301
H: -1.21986 4.73153 1.80726  0.413
H: 8.06608 -0.27953 -3.20247  0.355
H: -2.08656 -0.36619 1.29106  0.269
H: -3.91197 -1.95667 -2.33813  0.366
H: -1.62599 0.95623 2.34859  0.413
H: -2.87069 3.23759 1.98362  0.657
H: -3.87176 2.96848 -4.34945  0.150
H: 2.87230 -0.08361 4.86244  -0.071
H: -2.29890 -7.22834 6.73763  0.357
H: -2.63406 -3.78595 4.22868  0.109
H: -6.13324 -6.46528 -2.29600  0.303
H: -1.00021 4.56575 0.06119  0.422
H: 3.05348 -2.91825 -1.63982  0.327
H: -0.59355 -5.66958 7.77869  0.332
H: -8.38932 -5.89679 -4.29514  0.326
H: 2.38652 4.88827 1.39380  0.512
H: 1.00640 -1.46956 5.86862  0.177
H: 5.77697 -1.01870 -2.86081  -0.013
H: 5.76606 1.23287 4.30790  0.301
H: 5.18922 6.13582 -5.42561  0.348
H: 1.73558 -1.25118 7.46126  0.335
H: 3.87258 2.86366 3.88341  0.191
H: -2.89086 -3.56933 1.17589  0.274
H: 5.80478 -0.01807 -4.31466  0.325
H: 2.21684 2.11380 -2.78237  0.734
H: -4.25573 4.31979 -6.45665  0.313
H: 4.13622 -1.64387 -1.07360  0.028
H: 1.84584 0.80687 5.98758  0.297
H: -5.57868 -1.81566 -2.91172  0.269
H: -0.01838 -6.49406 6.32881  0.307
H: 4.16408 5.18323 -0.36896  0.561
H: 7.43565 0.55450 -1.78089  0.286
H: -2.31411 -6.21010 5.29589  0.261
H: 5.47462 3.60571 3.86355  0.357
H: -2.78235 -5.09244 2.06097  0.366
H: -6.12449 -3.15547 -1.05977  0.299
H: 4.44210 -2.91334 1.09594  0.285
H: -4.58505 1.72614 0.12757  0.461

Results
- HOMO (eV) = -8.9
- DFT total energy (Eh) = -9988.77684
- HOMO-LUMO gap (eV) = 9.2
- SMILES string = C[C@]1(CCCCO)OC(=O)O[C@@H]1CC(=O)c1ccccc1.ClCCCl.ClCCCl.ClCCCl.ClCCCl.ClCCCl.ClCCCl.ClCCCl.ClCCCl.ClCCCl